Entry 1:
14
Properties=species:S:1:pos:R:3:forces:R:3 method="wB97M-V/def2-TZVPD" spin_multiplicity=1 gap_ev=9.939 total_charge=+1 smiles="NC(=O)[C@H]1O[C@@H]1[NH3+]" lumo_energy_ha=-0.1512 mol_weight_g_mol=103.10 relative_energy_kcal_mol=46.73
C 1.9188 0.4396 0.0497 -1.6 -4.0 0.0
C 0.4769 -0.0046 -0.3147 -0.1 1.8 -3.1
C -0.4965 0.1888 0.7490 0.6 0.5 2.9
N 2.5812 -0.6470 0.6054 -1.2 1.6 -0.8
N -1.9204 0.5740 0.4788 -2.7 -1.5 3.1
O 2.2426 1.5599 -0.1100 1.1 1.5 0.0
O -0.0532 -1.0436 0.4060 -1.1 -2.8 0.1
H 0.0852 0.0284 -1.4404 1.1 0.2 2.4
H -0.1842 0.3983 1.8369 -0.7 0.5 -1.9
H 2.3681 -1.6215 0.6645 -1.0 -0.1 -0.4
H 3.4574 -0.4653 0.9444 2.7 0.7 0.9
H -1.9705 1.3516 -0.0865 0.2 2.4 -2.1
H -2.4495 0.9274 1.3696 1.4 -1.0 -1.5
H -2.6105 -0.1193 0.0802 1.3 0.2 0.3


Entry 2:
11
Properties=species:S:1:pos:R:3:forces:R:3 method="wB97M-V/def2-TZVPD" spin_multiplicity=1 gap_ev=10.139 total_charge=0 smiles="N/N=C/CS" lumo_energy_ha=0.0254 mol_weight_g_mol=90.15 relative_energy_kcal_mol=72.07
C 0.0821 -0.1985 0.3442 1.3 5.1 -3.0
C -0.5585 1.2040 0.5799 1.1 0.7 -0.4
H -0.3028 -2.9808 -0.3323 -1.5 -1.8 -0.5
H 1.0594 -2.3094 -0.8413 -1.9 0.9 2.7
H 0.9394 -0.0233 -0.4863 -1.2 -0.8 2.4
H 0.1211 1.8432 1.2028 -0.4 -0.7 -0.7
H -1.5576 1.3310 1.0776 0.7 -0.6 -1.1
H 0.7349 2.8010 -0.8742 -1.6 -1.1 -0.6
N 0.3838 -2.4204 0.0636 1.1 1.8 -1.1
N -0.4941 -1.2594 0.5113 1.4 -4.1 -0.3
S -0.4078 2.0127 -1.2453 1.0 0.6 2.7


Entry 3:
86
Properties=species:S:1:pos:R:3:forces:R:3 method="wB97M-V/def2-TZVPD" spin_multiplicity=5 gap_ev="7.752 / 4.813" total_charge=+3 lumo_energy_ha="-0.2803 / -0.4345" mol_weight_g_mol=742.84 relative_energy_kcal_mol=29.74
Ir -0.2814 -0.4041 -0.2099 1.0 1.8 0.5
P 0.2907 -2.1800 -1.4551 0.3 -1.9 -0.6
P 2.1948 0.3011 0.2098 1.2 -0.3 -0.1
P -2.4398 0.3342 -0.7991 -1.2 1.0 -0.4
H 1.8423 3.2748 -1.1423 -0.7 0.6 0.5
C 0.8060 3.4949 -0.8180 -0.7 -0.7 0.5
C 0.2100 3.0506 0.3091 0.2 -1.2 -1.0
H 0.6949 2.4154 1.0748 -0.2 1.0 -0.5
C 1.1379 -2.0915 -3.0589 -0.1 1.0 -0.1
C 1.4922 -3.1808 -0.5742 -0.3 -0.7 0.2
C -1.2125 -3.0958 -1.8855 0.3 -0.4 0.2
C 3.0043 1.7996 0.9510 -0.5 0.1 -0.2
C 2.7797 -0.9741 1.4262 -0.3 0.0 -0.1
C 3.3700 0.0343 -1.2262 -0.5 0.1 0.1
C -3.1032 1.7704 0.1533 -0.1 0.0 0.0
C -3.5072 -1.0950 -0.3849 0.0 -0.2 0.0
C -3.0910 0.7424 -2.4736 0.3 -0.1 -0.1
H 0.1659 3.9834 -1.5523 0.3 0.0 0.1
H -0.8882 2.9809 0.3514 0.7 0.9 0.2
H 0.4039 -1.8143 -3.8261 0.3 -0.3 0.0
H 1.7048 -3.0030 -3.3189 -0.5 0.3 0.3
H 1.8369 -1.2581 -2.9436 0.1 -0.4 -0.3
H 1.4356 -4.1854 -0.9931 0.2 -0.2 0.0
H 1.2241 -3.2241 0.4791 0.3 -0.1 0.0
H 2.5060 -2.7949 -0.7170 -0.3 0.0 0.0
H -0.9332 -3.9282 -2.5448 -0.2 0.1 0.1
H -1.9173 -2.4245 -2.4032 0.3 -0.3 0.2
H -1.6452 -3.4781 -0.9559 -0.2 -0.1 -0.3
H 4.0952 1.6390 0.9108 -0.5 0.0 0.0
H 2.6701 1.8993 1.9915 0.2 0.1 -0.4
H 2.7208 2.7053 0.4003 0.4 -0.3 0.3
H 3.5039 -1.6462 0.9332 -0.3 0.3 0.4
H 1.9156 -1.5358 1.8136 0.6 0.0 -0.1
H 3.2446 -0.4435 2.2718 0.0 -0.3 -0.4
H 4.3829 0.3270 -0.8916 -0.5 -0.2 -0.2
H 3.0669 0.6769 -2.0725 0.2 -0.2 0.3
H 3.3873 -1.0187 -1.5508 0.0 0.5 0.2
H -4.1590 1.5854 0.4048 0.3 0.0 -0.1
H -3.0694 2.6647 -0.4880 0.1 -0.3 0.3
H -2.5353 1.9598 1.0734 -0.2 0.0 -0.4
H -3.9818 -1.4719 -1.2941 0.0 0.1 0.1
H -4.2815 -0.7792 0.3211 0.1 -0.2 -0.1
H -2.9177 -1.9097 0.0359 -0.2 0.0 0.1
H -4.1948 0.7718 -2.4141 0.5 0.1 0.0
H -2.8089 -0.0410 -3.1899 -0.1 0.2 0.1
H -2.7060 1.7090 -2.8270 -0.2 -0.4 0.2
C 0.0784 1.3740 -3.8513 0.1 0.2 2.1
C 0.8841 0.5784 -4.6862 0.8 -1.1 -1.7
C 0.7219 0.5881 -6.0786 0.7 -0.7 1.2
C -0.1146 1.5101 -6.7135 -0.2 0.4 -0.3
C -0.7976 2.4195 -5.8922 -0.5 0.8 1.5
C -0.6732 2.3812 -4.4979 -1.4 0.8 -1.2
O -0.0618 1.3433 -2.4961 0.6 -0.3 -2.4
H 0.2562 0.5645 -1.7829 0.0 1.4 -1.9
H 1.6741 -0.0545 -4.3029 -0.3 0.2 0.0
H 1.2710 -0.1310 -6.6879 0.1 0.3 0.3
H -0.1814 1.5842 -7.8158 0.0 -0.2 0.8
H -1.4542 3.1688 -6.3350 0.2 -0.1 0.1
H -1.2404 3.0591 -3.8464 0.3 -0.2 -0.5
C -2.4952 -0.5819 2.5456 -0.6 0.1 -0.4
P -0.7992 -0.3255 2.0136 0.4 -1.0 3.6
C -0.3275 1.1121 3.0720 0.1 0.4 -0.2
C -1.2936 2.0745 3.4262 0.2 0.1 0.2
C -0.9441 3.1867 4.2020 0.2 -0.2 0.0
C 0.3666 3.3494 4.6603 0.2 0.2 -0.4
C 1.3276 2.3810 4.3620 -0.1 -0.3 -0.3
C 0.9785 1.2702 3.5770 0.1 0.0 0.3
C -0.1428 -1.7601 2.9574 0.0 -0.5 -0.2
C 0.3340 -1.6784 4.2732 0.1 -0.1 -0.3
C 0.8605 -2.8116 4.8976 -0.4 0.1 -0.2
C 0.8137 -4.0502 4.2532 0.4 0.2 -0.2
C 0.2532 -4.1675 2.9769 -0.2 0.3 0.0
C -0.2393 -3.0215 2.3390 0.0 -0.2 0.3
H -3.1496 0.1971 2.1497 -0.2 -0.4 0.3
H -2.4676 -0.5777 3.6392 -0.1 0.1 -0.2
H -2.7809 -1.5844 2.2185 -0.2 0.2 0.1
H -2.3440 1.9454 3.1797 0.2 0.1 -0.1
H -1.6951 3.9345 4.4572 0.1 -0.3 -0.1
H 0.6639 4.2571 5.1970 -0.2 -0.5 -0.1
H 2.3611 2.4899 4.7216 -0.6 -0.1 -0.1
H 1.7146 0.4678 3.4610 -0.3 0.4 -0.2
H 0.2680 -0.7392 4.8144 0.2 -0.2 -0.1
H 1.2739 -2.7029 5.8989 -0.1 -0.2 -0.2
H 1.2516 -4.9192 4.7357 -0.2 0.1 -0.1
H 0.2076 -5.1406 2.4758 -0.1 0.4 0.3
H -0.7721 -3.1327 1.3809 0.4 0.1 0.3


Entry 4:
75
Properties=species:S:1:pos:R:3:forces:R:3 method="wB97M-V/def2-TZVPD" spin_multiplicity=1 gap_ev=10.232 total_charge=0 smiles="C[C@H]1COC(=O)O1.C[C@H]1COC(=O)O1.C[C@H]1COC(=O)O1.BrCCBr.BrCCBr.BrCCBr.O.O.O.O" lumo_energy_ha=-0.0081 mol_weight_g_mol=941.91
Br 6.7221 1.5413 -11.8997 0.0 -0.8 0.3
C 7.3797 0.1484 -10.6309 0.0 -0.1 0.1
C 8.8859 0.3740 -10.4395 -1.0 0.4 0.4
Br 9.5746 -1.0816 -9.3119 -0.1 0.4 -0.4
H 7.1447 -0.8833 -10.8925 0.2 0.2 -1.2
H 6.6847 0.2544 -9.7980 0.8 0.7 0.5
H 9.0821 1.3268 -9.9477 0.0 -0.3 0.2
H 9.4227 0.4526 -11.3849 -0.1 -0.6 0.0
Br 1.7342 0.4319 -6.6348 0.4 -0.2 0.1
C 3.0279 -0.8629 -7.3374 -0.4 -0.2 -0.4
C 4.4362 -0.5951 -6.9069 0.1 0.6 -0.2
Br 5.5851 -1.7742 -8.0175 -0.1 0.3 0.7
H 2.9910 -0.7431 -8.4202 -0.3 -0.2 0.2
H 2.6846 -1.8574 -7.0526 0.0 0.2 -0.1
H 4.6228 -0.7231 -5.8406 0.1 -0.4 -0.2
H 4.6995 0.4248 -7.1871 0.2 -0.1 0.0
Br 6.7755 -4.5555 -11.2165 -0.6 0.1 0.2
C 4.9388 -3.8582 -11.0118 0.1 0.3 -1.2
C 4.2380 -4.5502 -9.9069 -0.8 0.0 1.6
Br 2.3951 -3.7435 -9.7892 0.8 -0.5 -0.1
H 4.3991 -3.9907 -11.9495 0.3 -0.5 -0.1
H 4.9912 -2.7710 -10.9529 0.2 -0.2 0.7
H 4.6303 -4.3954 -8.9018 0.2 0.5 -0.3
H 4.1573 -5.6362 -9.9535 -0.3 0.2 -0.7
C 7.3523 5.6998 -8.2147 -0.1 -0.5 0.5
C 7.5799 4.9727 -9.5496 -2.1 0.3 2.2
C 8.1332 5.8271 -10.5911 0.4 1.2 -2.7
O 9.2477 5.1025 -11.1289 0.4 -0.1 0.4
C 9.3639 3.9821 -10.4331 4.5 -3.8 -1.1
O 10.2483 3.0965 -10.6457 -3.4 3.5 0.8
O 8.4684 3.8856 -9.4592 0.1 -0.5 0.3
H 7.3059 5.0256 -7.3595 0.3 -0.4 -0.2
H 6.3639 6.1572 -8.1702 0.1 0.3 -0.5
H 8.1129 6.4426 -7.9745 0.0 0.0 -0.2
H 6.6031 4.6283 -9.8892 0.0 -0.6 0.1
H 8.4281 6.8285 -10.2775 0.2 -0.1 0.0
H 7.4685 5.8662 -11.4541 -0.2 0.7 0.2
C 14.2060 1.2930 -10.0209 -0.3 0.1 -1.7
C 13.0104 0.6281 -9.4385 0.2 -0.4 3.0
C 13.1737 -0.8901 -9.2574 0.0 0.8 -2.0
O 12.7932 -1.1892 -7.9594 -0.3 -1.2 0.9
C 12.7857 -0.0995 -7.1967 -0.4 1.7 0.8
O 12.6370 -0.0604 -5.9950 0.3 -0.2 -2.1
O 12.9144 0.9961 -8.0181 0.0 0.0 1.0
H 14.1145 1.0575 -11.0812 0.2 0.1 -0.4
H 15.1742 0.8727 -9.7487 -0.2 0.2 0.6
H 14.1618 2.3814 -9.9834 0.1 -0.1 0.4
H 12.0328 0.8987 -9.8373 0.3 0.2 -0.5
H 14.2207 -1.1558 -9.4035 -0.1 -0.3 -0.2
H 12.4915 -1.3234 -9.9888 0.3 -0.8 0.2
C 7.5161 1.9553 -6.6745 0.4 1.2 0.1
C 8.1390 1.2509 -5.4797 1.5 -0.3 -1.6
C 9.5828 0.7524 -5.7695 -1.1 -0.2 -1.4
O 10.2290 0.8713 -4.5342 1.4 -0.9 0.4
C 9.6025 1.7517 -3.7858 -0.4 -0.1 3.8
O 9.8388 2.0146 -2.5955 -0.4 -0.3 -4.0
O 8.5243 2.1741 -4.4763 -1.8 1.4 1.1
H 7.3726 1.3547 -7.5727 -0.1 -0.5 0.3
H 8.1731 2.7656 -6.9903 0.3 0.0 0.0
H 6.5947 2.4790 -6.4197 -0.3 -0.4 0.1
H 7.4322 0.4797 -5.1736 0.2 -0.1 0.8
H 10.0143 1.4461 -6.4910 0.3 0.1 0.0
H 9.6678 -0.2437 -6.2039 0.1 -0.1 0.5
O 6.4684 4.5205 -13.5923 0.0 0.3 -0.1
H 6.7447 4.2141 -12.7286 0.1 -0.2 0.2
H 6.2891 3.7197 -14.0850 -0.2 -0.2 -0.2
O 8.0751 -2.1788 -13.1301 0.0 0.3 0.0
H 8.8499 -1.9841 -13.6574 0.1 0.2 -0.3
H 8.3805 -2.8104 -12.4789 -0.1 -0.3 0.3
O 5.3636 -1.7836 -14.0111 -0.4 -0.1 -0.1
H 4.7352 -1.2300 -13.5476 -0.2 0.2 0.0
H 6.1644 -1.7260 -13.4898 0.7 -0.1 0.1
O 9.1616 2.4157 -14.0423 0.2 -0.1 0.0
H 8.2156 2.3185 -13.9337 -0.2 -0.1 0.1
H 9.2579 3.0177 -14.7802 0.1 0.2 -0.2